# 1
{
  "formula": "C20H55AgN5O13S2",
  "method": "ωB97M-V/def2-TZVPD",
  "total_charge": -1,
  "spin_multiplicity": 3,
  "gap_ha": [0.31276, 0.19832],
  "e_lumo_ev": [1.933, -1.177],
  "s_squared": 2.017,
  "max_force_ha_per_bohr": 0.1077,
  "symbols": ["Ag", "S", "O", "O", "O", "O", "S", "O", "O", "O", "O", "C", "C", "C", "O", "C", "N", "H", "H", "H", "H", "H", "H", "H", "H", "H", "H", "H", "C", "C", "C", "O", "C", "N", "H", "H", "H", "H", "H", "H", "H", "H", "H", "H", "H", "C", "C", "C", "O", "C", "N", "H", "H", "H", "H", "H", "H", "H", "H", "H", "H", "H", "C", "C", "C", "O", "C", "N", "H", "H", "H", "H", "H", "H", "H", "H", "H", "H", "H", "C", "C", "C", "O", "C", "N", "H", "H", "H", "H", "H", "H", "H", "H", "H", "H", "H"],
  "coordinates": [[19.920, -5.490, -8.236], [20.241, -8.095, -7.230], [21.609, -8.607, -7.228], [20.163, -6.819, -6.552], [19.810, -7.693, -8.569], [19.219, -8.992, -6.656], [17.070, -5.247, -8.291], [16.301, -4.105, -8.614], [18.000, -5.638, -9.318], [18.027, -4.901, -7.250], [16.340, -6.397, -7.937], [21.306, -4.199, -12.520], [20.543, -3.911, -11.194], [19.016, -3.692, -11.342], [18.993, -2.467, -12.072], [17.738, -1.755, -12.014], [20.803, -5.063, -10.314], [20.772, -4.777, -13.274], [22.257, -4.691, -12.320], [21.302, -3.263, -13.080], [20.944, -3.060, -10.643], [18.481, -3.630, -10.394], [18.607, -4.507, -11.939], [17.364, -1.371, -11.065], [16.926, -2.427, -12.288], [17.728, -1.035, -12.832], [20.649, -5.880, -10.887], [21.809, -5.016, -10.238], [16.239, -0.918, -4.463], [17.200, -1.808, -5.271], [18.420, -2.360, -4.478], [19.111, -1.349, -3.732], [19.917, -0.546, -4.614], [16.500, -3.073, -5.621], [15.512, -0.566, -5.196], [16.763, -0.057, -4.048], [15.637, -1.439, -3.719], [17.439, -1.302, -6.206], [19.015, -2.987, -5.142], [18.242, -3.100, -3.698], [20.653, -1.171, -5.118], [20.491, 0.249, -4.139], [19.344, -0.046, -5.394], [15.908, -2.807, -6.394], [17.150, -3.673, -6.109], [15.958, -0.001, -8.276], [14.810, -1.044, -8.444], [13.437, -0.383, -8.685], [13.107, 0.460, -7.590], [11.820, 1.198, -7.719], [15.087, -1.947, -9.539], [16.016, 0.192, -7.205], [15.767, 0.907, -8.847], [16.906, -0.404, -8.634], [14.674, -1.636, -7.539], [12.679, -1.166, -8.705], [13.336, 0.139, -9.636], [11.628, 1.871, -6.884], [10.936, 0.563, -7.778], [11.670, 1.769, -8.635], [14.338, -2.623, -9.557], [15.781, -2.616, -9.237], [13.750, -4.936, -6.444], [12.823, -5.794, -7.313], [11.471, -5.038, -7.755], [10.704, -4.455, -6.681], [9.503, -3.782, -7.098], [13.575, -6.032, -8.543], [13.338, -4.738, -5.455], [13.940, -4.004, -6.977], [14.749, -5.327, -6.251], [12.488, -6.703, -6.813], [10.888, -5.830, -8.224], [11.706, -4.183, -8.388], [9.694, -3.098, -7.925], [9.069, -3.256, -6.247], [8.783, -4.547, -7.388], [13.855, -5.125, -8.889], [14.422, -6.423, -8.156], [16.593, -7.841, -13.607], [17.057, -6.842, -12.512], [16.182, -5.554, -12.327], [14.845, -5.935, -12.185], [14.000, -4.912, -11.866], [17.235, -7.497, -11.281], [16.373, -7.281, -14.516], [15.653, -8.329, -13.351], [17.334, -8.600, -13.861], [18.044, -6.472, -12.791], [16.278, -5.035, -13.281], [16.538, -4.910, -11.523], [13.018, -5.378, -11.779], [14.032, -4.075, -12.562], [14.314, -4.555, -10.885], [17.637, -6.790, -10.683], [16.303, -7.583, -10.901]],
  "mulliken_charge": [0.072, 1.313, -0.633, -0.610, -0.539, -0.586, 2.331, -0.974, 0.796, -1.363, -1.054, -1.500, -0.038, 0.692, -0.473, -0.415, -0.430, 0.328, 0.432, 0.391, 0.422, -0.229, -0.292, 0.037, 0.164, 0.393, 0.174, 0.280, -1.419, 1.221, -0.854, -0.410, -0.688, -0.479, 0.263, 0.305, 0.378, 0.066, 0.440, 0.399, 0.273, 0.302, 0.231, -0.083, 0.254, -1.715, 1.860, -0.832, -0.308, -0.824, -0.619, 0.332, 0.379, 0.379, -0.602, 0.316, 0.484, 0.278, 0.294, 0.325, 0.017, 0.460, -0.954, 0.238, -0.652, -0.330, -0.704, -0.522, 0.468, 0.008, 0.335, 0.483, 0.402, 0.170, 0.288, 0.240, 0.297, -0.029, 0.421, -1.666, 0.432, -0.168, -0.427, -0.326, -0.487, 0.364, 0.300, 0.395, 0.250, 0.492, -0.012, 0.298, 0.304, -0.204, -0.262, 0.441]
}

# 2
{
  "formula": "C20H55BN4O8Si",
  "method": "ωB97M-V/def2-TZVPD",
  "smiles": "CCOB(O)[SiH2]N.COCCNCCOC.COCCNCCOC.COCCNCCOC",
  "gap_ha": 0.34428,
  "e_lumo_ev": 0.672,
  "max_force_ha_per_bohr": 0.0197,
  "symbols": ["C", "C", "O", "B", "O", "Si", "N", "H", "H", "H", "H", "H", "H", "H", "H", "H", "H", "C", "O", "C", "C", "N", "C", "C", "O", "C", "H", "H", "H", "H", "H", "H", "H", "H", "H", "H", "H", "H", "H", "H", "H", "C", "O", "C", "C", "N", "C", "C", "O", "C", "H", "H", "H", "H", "H", "H", "H", "H", "H", "H", "H", "H", "H", "H", "H", "C", "O", "C", "C", "N", "C", "C", "O", "C", "H", "H", "H", "H", "H", "H", "H", "H", "H", "H", "H", "H", "H", "H", "H"],
  "coordinates": [[5.422, 0.020, -2.649], [4.975, 1.290, -3.320], [3.671, 1.161, -3.896], [2.615, 1.405, -3.072], [2.732, 2.284, -2.038], [0.884, 0.411, -3.403], [0.835, -0.926, -2.216], [5.113, -0.835, -3.236], [6.502, 0.007, -2.635], [5.049, -0.081, -1.638], [5.657, 1.488, -4.136], [5.046, 2.142, -2.658], [1.908, 2.280, -1.509], [0.939, -0.122, -4.788], [-0.278, 1.294, -3.270], [1.805, -1.197, -2.090], [0.381, -1.711, -2.673], [0.172, 0.847, 4.848], [0.110, 2.245, 4.677], [1.286, 2.939, 5.056], [2.004, 3.500, 3.851], [2.611, 2.449, 3.038], [3.102, 2.916, 1.745], [2.095, 3.484, 0.752], [1.178, 2.521, 0.229], [0.031, 2.253, 1.025], [-0.832, 0.461, 4.697], [0.836, 0.370, 4.121], [0.497, 0.587, 5.861], [1.949, 2.301, 5.648], [0.971, 3.773, 5.690], [2.792, 4.177, 4.193], [1.270, 4.090, 3.285], [1.938, 1.711, 2.883], [3.590, 2.068, 1.259], [3.878, 3.667, 1.923], [2.664, 3.842, -0.107], [1.553, 4.349, 1.148], [-0.299, 3.139, 1.569], [0.213, 1.432, 1.722], [-0.766, 1.936, 0.352], [-6.607, 0.706, -6.057], [-6.666, 1.001, -4.676], [-7.160, -0.059, -3.867], [-6.066, -0.648, -3.004], [-5.098, -1.389, -3.802], [-3.892, -1.785, -3.083], [-2.988, -0.690, -2.526], [-2.322, 0.080, -3.509], [-3.066, 1.156, -4.049], [-6.390, 1.636, -6.580], [-5.815, -0.015, -6.291], [-7.562, 0.318, -6.421], [-7.638, -0.831, -4.476], [-7.923, 0.369, -3.211], [-6.516, -1.327, -2.274], [-5.602, 0.182, -2.454], [-4.829, -0.828, -4.599], [-3.292, -2.384, -3.773], [-4.183, -2.447, -2.261], [-2.193, -1.187, -1.959], [-3.507, -0.036, -1.815], [-3.748, 1.590, -3.315], [-3.624, 0.851, -4.938], [-2.353, 1.922, -4.358], [-0.054, -1.902, 0.739], [-0.169, -1.530, 2.101], [-0.806, -2.507, 2.916], [0.183, -3.132, 3.876], [1.142, -3.971, 3.172], [2.274, -4.410, 3.982], [3.212, -3.347, 4.548], [3.981, -2.664, 3.578], [3.340, -1.567, 2.952], [0.290, -1.039, 0.180], [0.672, -2.711, 0.602], [-1.023, -2.212, 0.336], [-1.302, -3.268, 2.306], [-1.575, -1.994, 3.499], [-0.360, -3.743, 4.604], [0.670, -2.311, 4.419], [1.497, -3.465, 2.372], [2.874, -5.076, 3.357], [1.892, -5.013, 4.812], [3.936, -3.866, 5.182], [2.693, -2.631, 5.197], [2.650, -1.056, 3.629], [2.806, -1.873, 2.047], [4.115, -0.861, 2.652]],
  "mulliken_charge": [-1.064, -0.175, -0.581, 0.625, -0.619, 0.407, -0.397, 0.273, 0.404, 0.213, 0.332, 0.242, 0.354, -0.241, -0.204, 0.241, 0.246, -0.369, -0.390, -0.795, -0.214, -0.083, -0.914, -0.475, -0.452, -0.395, 0.193, -0.059, 0.481, 0.374, 0.430, 0.372, 0.194, -0.196, 0.326, 0.476, 0.440, 0.381, 0.312, 0.052, 0.242, -0.704, -0.338, -0.819, -0.171, -0.306, -0.962, 0.105, -0.273, -0.686, 0.237, 0.293, 0.340, 0.408, 0.399, 0.377, 0.168, 0.096, 0.411, 0.405, -0.076, 0.295, 0.341, 0.144, 0.349, -0.640, -0.115, -1.084, -0.005, -0.304, -0.700, -0.436, -0.468, -0.282, 0.058, 0.310, 0.338, 0.479, 0.392, 0.410, 0.024, 0.051, 0.376, 0.395, 0.356, 0.297, 0.124, 0.148, 0.255]
}

# 3
{
  "formula": "C20H55N5O25S5",
  "method": "ωB97M-V/def2-TZVPD",
  "smiles": "CCOS(C)(=O)=O.CCOS(C)(=O)=O.CCOS(C)(=O)=O.CCOS(C)(=O)=O.CCOS(C)(=O)=O.C[N+](=O)[O-].C[N+](=O)[O-].C[N+](=O)[O-].C[N+](=O)[O-].C[N+](=O)[O-]",
  "gap_ha": 0.39012,
  "e_lumo_ev": -0.185,
  "max_force_ha_per_bohr": 0.0434,
  "symbols": ["C", "C", "O", "S", "C", "O", "O", "H", "H", "H", "H", "H", "H", "H", "H", "C", "C", "O", "S", "C", "O", "O", "H", "H", "H", "H", "H", "H", "H", "H", "C", "C", "O", "S", "C", "O", "O", "H", "H", "H", "H", "H", "H", "H", "H", "C", "C", "O", "S", "C", "O", "O", "H", "H", "H", "H", "H", "H", "H", "H", "C", "C", "O", "S", "C", "O", "O", "H", "H", "H", "H", "H", "H", "H", "H", "C", "N", "O", "O", "H", "H", "H", "C", "N", "O", "O", "H", "H", "H", "C", "N", "O", "O", "H", "H", "H", "C", "N", "O", "O", "H", "H", "H", "C", "N", "O", "O", "H", "H", "H"],
  "coordinates": [[0.900, -2.579, -2.125], [0.087, -1.913, -1.041], [0.539, -0.571, -0.757], [-0.327, 0.612, -1.396], [0.262, 1.866, -0.295], [0.197, 0.774, -2.710], [-1.708, 0.358, -1.182], [1.938, -2.641, -1.790], [0.943, -2.031, -3.065], [0.508, -3.591, -2.222], [-0.995, -1.958, -1.193], [0.174, -2.484, -0.111], [0.170, 2.827, -0.788], [1.295, 1.610, -0.084], [-0.350, 1.726, 0.594], [3.007, -5.415, -4.313], [2.383, -6.484, -5.184], [3.416, -7.015, -6.051], [3.339, -8.558, -6.428], [2.270, -8.539, -7.845], [4.659, -8.900, -6.829], [2.674, -9.266, -5.397], [2.287, -5.098, -3.553], [3.325, -4.526, -4.855], [3.861, -5.802, -3.756], [1.894, -7.227, -4.563], [1.652, -5.995, -5.834], [2.060, -9.588, -8.029], [2.854, -8.084, -8.641], [1.387, -7.945, -7.636], [-4.656, 0.721, 1.156], [-3.932, 1.680, 0.237], [-4.489, 2.996, 0.499], [-4.140, 4.154, -0.503], [-2.463, 4.525, -0.042], [-4.184, 3.632, -1.830], [-4.942, 5.267, -0.125], [-4.366, -0.305, 0.931], [-5.707, 0.878, 0.908], [-4.429, 0.861, 2.209], [-2.904, 1.749, 0.600], [-4.026, 1.365, -0.795], [-2.416, 4.517, 1.042], [-2.237, 5.473, -0.519], [-1.842, 3.713, -0.409], [-3.299, 4.355, 5.618], [-2.244, 3.829, 4.640], [-1.637, 2.575, 5.049], [-2.181, 1.333, 4.235], [-1.276, 0.064, 5.063], [-3.577, 1.259, 4.500], [-1.725, 1.352, 2.874], [-3.057, 3.859, 6.561], [-4.304, 4.049, 5.340], [-3.226, 5.435, 5.690], [-2.600, 3.766, 3.610], [-1.403, 4.523, 4.623], [-1.702, -0.889, 4.765], [-1.439, 0.193, 6.132], [-0.230, 0.235, 4.828], [1.016, 8.225, 3.613], [1.401, 6.795, 3.962], [0.545, 5.887, 3.238], [1.077, 4.446, 2.875], [2.577, 4.759, 1.973], [1.440, 3.803, 4.094], [0.117, 3.870, 1.990], [1.339, 8.881, 4.421], [-0.073, 8.284, 3.593], [1.434, 8.576, 2.673], [2.469, 6.626, 3.829], [1.194, 6.634, 5.022], [3.402, 4.879, 2.663], [2.433, 5.616, 1.318], [2.713, 3.891, 1.330], [1.569, -5.369, 2.442], [2.114, -4.699, 1.235], [3.110, -4.019, 1.409], [1.576, -4.881, 0.163], [2.419, -5.841, 2.929], [0.777, -6.078, 2.255], [1.267, -4.547, 3.090], [3.579, 0.574, -4.121], [4.191, 0.422, -2.782], [3.988, -0.617, -2.178], [4.871, 1.347, -2.379], [3.778, -0.300, -4.733], [3.993, 1.463, -4.582], [2.505, 0.713, -4.006], [-2.938, 1.621, -4.170], [-3.525, 0.260, -4.394], [-3.368, -0.217, -5.500], [-4.205, -0.229, -3.520], [-2.008, 1.605, -4.732], [-2.667, 1.768, -3.132], [-3.659, 2.334, -4.549], [-2.580, -2.234, 1.454], [-1.916, -3.432, 2.050], [-2.120, -3.684, 3.217], [-1.146, -4.041, 1.330], [-1.824, -1.453, 1.394], [-3.314, -1.899, 2.180], [-3.016, -2.542, 0.513], [2.955, -1.058, 1.160], [3.214, -1.239, 2.619], [2.220, -1.264, 3.331], [4.353, -1.364, 3.003], [2.599, -0.030, 1.127], [2.188, -1.764, 0.879], [3.868, -1.207, 0.599]],
  "mulliken_charge": [-1.303, -0.175, 0.315, 0.904, -1.042, -0.731, -0.358, 0.255, 0.348, 0.442, 0.384, -0.047, 0.482, 0.432, 0.183, -1.007, -0.255, -0.275, 1.191, -0.882, -0.606, -0.633, 0.175, 0.319, 0.340, 0.412, 0.259, 0.338, 0.322, 0.310, -1.199, 0.890, -0.421, 1.158, -0.386, -0.590, -0.666, 0.156, 0.480, 0.151, -0.362, 0.287, 0.033, 0.549, -0.166, -1.407, 0.380, -0.274, 1.075, -1.135, -0.741, -0.204, 0.324, 0.299, 0.423, 0.089, 0.048, 0.318, 0.419, 0.305, -1.268, -0.181, -0.205, 1.087, -1.201, -0.679, -0.234, 0.390, 0.317, 0.309, 0.349, 0.274, 0.463, 0.329, 0.330, -0.776, 0.959, -0.564, -0.486, 0.317, 0.277, 0.289, -0.640, 0.924, -0.481, -0.558, 0.273, 0.318, 0.175, -0.305, 0.970, -0.595, -0.538, 0.269, -0.151, 0.327, -0.885, 0.984, -0.593, -0.549, 0.242, 0.450, 0.387, -0.130, 1.103, -0.573, -0.593, 0.181, -0.280, 0.238]
}